Entry from OMol25: a cluster of 6 separate species, C46H76F11N4O17S in total in a non-equilibrium geometry (ωB97M-V with the def2-TZVPD basis set).

Properties
Kohn-Sham gap, Eh: 0.2493
Charge: +1

Structure (XYZ):
```
155
Properties=species:S:1:pos:R:3:forces:R:3
C -1.25767 5.97253 -9.07032 -0.628 0.277 0.350
C -0.77277 5.37655 -7.77135 -0.032 -0.235 0.051
C -0.35369 6.37496 -6.71328 0.214 -0.271 -0.855
C -0.77564 4.04703 -7.60580 0.019 0.506 0.289
C 0.10567 3.25674 -6.66654 -1.052 0.245 -0.220
C -0.66531 2.08964 -6.01504 1.074 0.206 0.058
C -0.84123 2.23268 -4.50621 -1.276 0.497 -0.001
C -1.61370 3.52749 -4.17810 0.011 -0.526 -0.365
C -1.71898 1.05754 -4.01849 0.734 -0.327 0.005
C -0.92466 -0.20300 -3.63549 -0.412 0.425 -1.297
N 0.30794 0.06568 -2.90524 -0.919 -0.206 0.709
F 1.38821 0.20803 -3.69358 0.137 -0.010 -0.221
C 0.47554 0.19105 -1.62554 0.895 0.223 0.206
N 1.77462 0.43419 -1.19549 -0.763 -0.008 0.449
C 2.07049 1.86298 -0.98419 0.440 -0.011 -0.106
C 1.31284 2.55192 0.14938 -0.598 0.247 -0.714
F 2.11793 3.52796 0.68527 0.172 -0.086 0.250
C 2.14961 -0.43111 -0.06558 1.158 0.265 0.565
C 3.66171 -0.69662 -0.12872 -0.582 -0.511 -0.664
C 4.09158 -1.89885 0.71544 0.570 0.596 0.010
C 4.48712 -1.50771 2.14895 -0.099 -0.205 -0.593
C 5.94341 -1.09046 2.22753 -0.200 -0.916 -0.295
F 6.27098 -0.10330 1.35864 -0.010 -0.017 0.337
F 6.67482 -2.18561 1.83584 0.007 0.257 0.148
C 6.44987 -0.78868 3.66704 1.029 -0.319 0.410
F 5.91830 -1.67258 4.54431 0.170 0.577 -0.723
F 7.79545 -0.97793 3.69229 -0.911 0.245 -0.143
S 6.16087 0.97878 4.29128 -0.427 -0.255 1.290
F 7.28613 0.77266 5.38438 0.153 0.076 -0.142
F 5.09462 0.46785 5.35873 -0.074 0.054 -0.160
F 4.96061 1.19073 3.26757 0.084 0.110 -0.357
F 7.21035 1.52463 3.26303 0.071 -0.011 -0.307
F 5.93673 2.44331 4.80846 0.033 0.047 -0.040
N -0.57377 0.03337 -0.73182 -0.038 -0.240 -0.420
C -1.08420 -1.34194 -0.60003 -0.193 -0.318 0.750
C -1.56600 -1.68215 0.81998 -0.281 0.184 -0.841
C -1.45417 -3.18447 1.09946 -0.698 0.108 0.739
N -2.49736 -3.63424 2.03333 0.363 0.080 -0.112
C -1.60298 1.08426 -0.73952 -0.446 0.061 0.471
C -2.00305 1.60724 0.65632 -0.020 0.069 -0.191
C -3.50273 1.44316 0.91355 0.150 0.255 0.278
C -3.83806 1.96080 2.30231 -0.263 -1.382 1.045
O -3.89152 1.21177 3.26530 -0.051 1.392 -1.827
O -4.10959 3.30209 2.38426 0.292 -0.658 0.526
H -2.28214 5.68494 -9.30168 -0.049 -0.164 -0.152
H -0.60970 5.68623 -9.89182 0.040 -0.163 -0.102
H -1.24471 7.05760 -9.02742 -0.058 0.142 0.015
H -0.06045 7.30253 -7.19326 0.343 0.131 0.106
H -1.24589 6.61464 -6.13803 -0.012 -0.036 0.300
H 0.44430 6.00517 -6.08252 0.043 0.142 0.298
H -1.48808 3.47427 -8.19288 0.531 -0.205 -0.653
H 0.92234 2.89248 -7.28411 0.245 -0.171 0.112
H 0.50757 3.95315 -5.93731 0.287 -0.202 0.264
H -1.63810 2.02445 -6.49530 -0.246 -0.079 0.092
H -0.14268 1.15279 -6.22289 -0.028 -0.140 -0.054
H 0.12243 2.28205 -4.00008 0.208 -0.183 -0.063
H -2.66913 3.29818 -4.26921 -0.226 0.232 0.104
H -1.41392 4.31524 -4.89538 0.213 0.231 0.091
H -1.41437 3.87235 -3.16726 -0.063 0.134 0.119
H -2.30861 0.74856 -4.87852 -0.289 -0.046 0.000
H -2.43392 1.33134 -3.25387 0.109 0.174 0.229
H -0.60392 -0.65081 -4.57149 0.334 -0.207 0.038
H -1.54437 -0.94528 -3.14827 0.235 -0.079 0.476
H 1.91865 2.39394 -1.92073 -0.028 0.027 -0.122
H 3.12841 1.94692 -0.75429 0.163 -0.079 -0.013
H 0.44466 3.06567 -0.26703 -0.142 0.057 0.062
H 0.94466 1.87208 0.91223 0.281 -0.092 0.256
H 1.94226 0.01702 0.90785 -0.457 0.018 0.013
H 1.65114 -1.39228 -0.11671 -0.293 -0.014 -0.174
H 4.23252 0.19009 0.12233 0.074 0.112 0.151
H 3.87235 -0.91119 -1.17533 0.148 -0.016 -0.120
H 4.94535 -2.34575 0.21528 0.142 -0.184 0.068
H 3.33111 -2.67466 0.74541 -0.245 0.028 0.007
H 3.81919 -0.72289 2.48844 0.047 0.013 0.396
H 4.41091 -2.39328 2.76983 -0.146 0.083 0.357
H -0.30641 -2.05399 -0.86551 0.226 0.092 -0.226
H -1.93816 -1.52014 -1.25309 0.079 -0.008 -0.318
H -2.62749 -1.44343 0.83874 -0.134 0.108 0.232
H -1.08241 -1.05012 1.56086 0.230 -0.149 0.161
H -0.48861 -3.39036 1.56339 0.217 -0.136 -0.252
H -1.59168 -3.74732 0.17607 0.329 0.132 0.335
H -2.70911 -2.87578 2.67051 -0.049 -0.162 0.294
H -3.36284 -3.81345 1.53962 -0.030 0.020 -0.113
H -1.29448 1.93091 -1.34532 0.251 -0.024 -0.194
H -2.51365 0.69224 -1.20062 0.045 -0.134 -0.200
H -1.77111 2.67161 0.68696 0.114 0.129 0.096
H -1.42668 1.13841 1.44747 0.085 -0.180 0.013
H -3.80747 0.40263 0.88349 0.070 -0.168 -0.010
H -4.04905 1.99221 0.14898 -0.159 0.110 0.025
H -3.34192 3.77996 2.05254 -0.122 0.327 -0.334
C 10.82103 -0.80356 3.52772 0.181 0.035 -0.334
C 12.13535 -0.62043 4.24241 -0.359 -0.019 -0.190
C 12.27594 0.67322 5.00922 0.060 0.013 0.225
O 13.69415 0.87213 5.00044 -0.100 -0.032 -0.067
C 14.18572 0.25919 3.89185 -0.089 -0.012 -0.022
O 15.29081 0.37971 3.48754 0.164 0.025 -0.059
O 13.22480 -0.50841 3.31113 0.072 0.038 0.189
H 10.86946 -1.66324 2.85948 -0.022 -0.067 0.094
H 10.01689 -0.95916 4.24138 0.048 -0.014 0.096
H 10.58528 0.06777 2.91420 0.015 0.047 0.063
H 12.33835 -1.48096 4.88665 0.044 0.041 0.045
H 11.90393 0.61222 6.02917 0.176 0.028 0.058
H 11.80478 1.51826 4.50105 -0.069 -0.073 -0.069
C 0.77630 -6.30812 -4.71398 -0.302 0.101 -0.163
C 0.53789 -5.66714 -3.37120 0.124 -0.294 -0.367
C 0.20195 -6.62142 -2.25048 0.146 -0.051 0.155
O -0.57364 -5.78464 -1.37323 0.012 0.002 -0.069
C -1.15303 -4.83477 -2.13160 -0.104 -0.199 -0.156
O -2.00446 -4.09325 -1.74555 -0.037 0.088 -0.397
O -0.64537 -4.83577 -3.38342 0.086 0.135 0.208
H 0.83170 -5.55050 -5.49477 0.116 0.020 0.031
H 1.70783 -6.87264 -4.70815 0.018 0.018 0.042
H -0.04115 -6.98065 -4.97527 0.005 -0.034 0.064
H 1.38484 -5.02905 -3.10102 -0.039 0.014 0.073
H 1.07733 -7.00889 -1.73646 -0.065 0.101 0.170
H -0.42571 -7.45313 -2.57469 0.006 0.029 -0.099
C -4.33979 3.22291 5.55644 -0.115 0.328 0.216
C -3.86629 3.15998 6.98569 -0.214 0.022 -0.416
C -4.43293 2.02124 7.79934 0.135 -0.151 0.124
O -4.37261 2.54488 9.13168 -0.025 0.014 -0.109
C -4.44726 3.89905 9.04101 -0.019 -0.008 -0.107
O -4.60165 4.62843 9.96007 -0.020 0.099 0.143
O -4.32322 4.29335 7.74686 0.110 -0.135 0.147
H -4.03667 4.16316 5.09712 0.094 -0.012 0.004
H -3.93179 2.40158 4.97305 -0.033 0.077 0.193
H -5.42912 3.17986 5.50306 0.000 -0.052 0.045
H -2.77222 3.16001 7.02143 -0.001 -0.034 0.084
H -3.85120 1.10569 7.72218 0.034 0.017 0.174
H -5.47689 1.80924 7.55702 0.008 0.059 -0.107
C -8.37257 1.68315 -3.44993 -0.087 0.273 0.184
C -6.99991 2.08248 -3.92664 -0.401 -0.201 0.144
C -5.85069 1.38893 -3.23178 0.154 -0.089 -0.149
O -4.79381 2.35527 -3.36867 -0.153 -0.169 0.093
C -5.38171 3.58537 -3.45932 -0.164 0.086 0.065
O -4.78541 4.60693 -3.39362 0.115 0.097 0.022
O -6.71566 3.46181 -3.61733 0.253 -0.099 -0.083
H -9.12742 2.34914 -3.86507 0.009 -0.056 -0.104
H -8.60175 0.66212 -3.75333 0.034 -0.003 -0.034
H -8.44412 1.75233 -2.36371 0.057 -0.033 0.005
H -6.92772 1.96760 -5.01169 0.088 0.009 0.006
H -5.57405 0.44669 -3.70024 0.158 0.079 -0.047
H -6.03416 1.22480 -2.16709 -0.137 0.029 -0.017
C -5.29332 -8.22228 4.35905 -0.293 -0.008 -0.200
C -4.66859 -6.94724 3.85323 -0.139 -0.387 0.236
C -4.74870 -5.77271 4.79828 0.196 0.084 0.093
O -4.71728 -4.66173 3.89039 -0.159 -0.020 0.048
C -5.22740 -5.08571 2.71411 -0.092 -0.143 0.107
O -5.50694 -4.36969 1.80449 0.029 0.109 -0.132
O -5.38217 -6.42713 2.71263 0.150 0.143 -0.010
H -5.35628 -8.95930 3.55939 0.114 -0.023 0.016
H -4.70352 -8.64001 5.17431 0.039 0.027 -0.005
H -6.30916 -8.04512 4.71441 0.023 0.053 0.038
H -3.63687 -7.12856 3.54041 0.014 0.100 -0.016
H -3.91614 -5.72200 5.49517 0.061 0.165 -0.098
H -5.68909 -5.73924 5.35276 -0.023 -0.100 -0.030
```
Positions in Å, forces in eV/Å.